# 1
ORCA calculation (the ωB97M-V functional and the def2-TZVPD basis) on the molecule C22H26N2O3S.

calculated total energy: -1587.3860 a.u.
HOMO-LUMO gap: 9.2 eV
relative energy (zero: lowest compared OMol25 entry of this formula, charge and spin): 59.2 kJ/mol
SMILES string: CCOCCCNC(=O)c1ccc([C@H]2SCC(=O)N2Cc2ccccc2)cc1

```
! wB97M-V def2-TZVPD RIJCOSX def2/J DEFGRID3
* xyz 0 1
C 4.037 2.882 -0.292
C 4.854 1.818 0.440
O 5.292 0.774 -0.409
C 4.355 -0.246 -0.670
C 4.262 -1.275 0.466
H 5.276 -1.542 0.764
H 3.756 -0.843 1.331
C 3.519 -2.545 0.047
N 2.126 -2.308 -0.252
C 1.143 -2.553 0.650
O 1.354 -3.046 1.739
C -0.221 -2.147 0.197
C -1.105 -1.664 1.156
C -2.352 -1.203 0.788
C -2.741 -1.226 -0.546
C -1.889 -1.780 -1.493
C -0.635 -2.233 -1.127
H 0.011 -2.666 -1.877
H -2.205 -1.842 -2.524
C -4.058 -0.635 -0.964
N -4.294 0.660 -0.392
C -5.155 0.787 0.639
O -5.339 1.809 1.260
C -5.894 -0.509 0.923
H -6.969 -0.332 0.924
H -5.603 -0.910 1.895
S -5.477 -1.672 -0.397
C -3.497 1.788 -0.846
C -2.073 1.694 -0.365
C -1.786 1.909 0.978
C -0.497 1.748 1.452
C 0.519 1.373 0.589
C 0.243 1.179 -0.752
C -1.046 1.339 -1.228
H -1.256 1.182 -2.277
H 1.031 0.900 -1.439
H 1.522 1.236 0.966
H -0.284 1.912 2.498
H -2.582 2.197 1.648
H -3.536 1.823 -1.939
H -3.980 2.679 -0.432
H -4.123 -0.585 -2.058
H -3.017 -0.803 1.538
H -0.789 -1.643 2.187
H 1.906 -1.797 -1.091
H 3.537 -3.262 0.872
H 3.999 -2.991 -0.829
H 4.724 -0.739 -1.575
H 3.365 0.180 -0.883
H 4.282 1.418 1.287
H 5.772 2.266 0.828
H 3.103 2.476 -0.673
H 4.610 3.275 -1.127
H 3.803 3.695 0.390
*
```

---

# 2
ORCA calculation (the ωB97M-V functional and the def2-TZVPD basis) on a structure of composition C45H47AlBF7NO.

calculated total energy: -2839.3405 a.u.
HOMO-LUMO gap: 5.7 eV

```
! wB97M-V def2-TZVPD RIJCOSX def2/J DEFGRID3
* xyz -1 1
C 7.204 3.688 1.456
C 7.105 4.968 2.295
C 6.281 6.117 1.677
Al 4.722 5.682 0.446
B 3.212 4.454 1.456
N 3.083 4.261 2.923
O 2.342 3.658 0.682
H 7.620 2.852 2.035
H 6.224 3.385 1.077
H 7.849 3.843 0.583
H 6.681 4.705 3.275
H 8.137 5.302 2.503
H 5.892 6.731 2.506
H 6.952 6.784 1.113
H 5.237 4.832 -0.868
H 4.087 7.120 -0.075
H 2.684 5.107 3.316
H 2.440 3.506 3.169
H 2.314 2.749 0.988
F 1.245 1.777 4.203
C 1.659 0.546 4.574
C 2.708 0.453 5.465
C 3.132 -0.811 5.846
C 2.514 -1.946 5.339
C 1.462 -1.814 4.443
C 1.022 -0.559 4.047
H 3.181 1.355 5.829
H 3.959 -0.908 6.539
H 2.857 -2.926 5.639
H 0.981 -2.695 4.038
H 0.212 -0.428 3.345
F 1.632 0.378 0.743
C 0.463 0.508 0.072
C -0.254 1.674 0.216
C -1.442 1.791 -0.492
C -1.890 0.761 -1.309
C -1.140 -0.400 -1.428
C 0.054 -0.536 -0.732
H 0.125 2.469 0.843
H -2.015 2.705 -0.407
H -2.818 0.869 -1.855
H -1.486 -1.208 -2.061
H 0.666 -1.426 -0.805
F 4.994 -3.439 6.925
C 5.695 -2.998 7.992
C 4.997 -2.557 9.098
C 5.723 -2.097 10.187
C 7.111 -2.084 10.156
C 7.779 -2.533 9.025
C 7.072 -2.997 7.925
H 3.916 -2.571 9.092
H 5.197 -1.743 11.065
H 7.669 -1.719 11.007
H 8.861 -2.517 8.992
H 7.567 -3.347 7.030
F 2.459 -2.818 -7.171
C 2.651 -2.284 -5.939
C 1.557 -2.112 -5.119
C 1.762 -1.572 -3.857
C 3.035 -1.208 -3.443
C 4.114 -1.391 -4.297
C 3.931 -1.937 -5.560
H 0.572 -2.396 -5.463
H 0.917 -1.424 -3.199
H 3.184 -0.772 -2.464
H 5.107 -1.098 -3.982
H 4.755 -2.088 -6.244
F -4.187 -1.362 -0.840
C -5.347 -1.182 -1.502
C -6.085 -0.048 -1.228
C -7.279 0.140 -1.910
C -7.714 -0.795 -2.839
C -6.944 -1.923 -3.093
C -5.746 -2.128 -2.425
H -5.724 0.662 -0.497
H -7.868 1.027 -1.711
H -8.641 -0.644 -3.374
H -7.275 -2.651 -3.822
H -5.123 -2.990 -2.616
F -3.696 -4.020 -4.327
C -2.715 -4.635 -5.029
C -2.375 -5.928 -4.693
C -1.364 -6.545 -5.416
C -0.721 -5.872 -6.446
C -1.092 -4.572 -6.759
C -2.100 -3.937 -6.047
H -2.887 -6.427 -3.882
H -1.077 -7.558 -5.168
H 0.070 -6.357 -7.001
H -0.587 -4.042 -7.555
H -2.408 -2.924 -6.267
F -9.505 1.287 -4.909
C -10.113 2.192 -4.113
C -10.336 3.461 -4.608
C -10.968 4.383 -3.786
C -11.363 4.032 -2.503
C -11.123 2.748 -2.036
C -10.490 1.811 -2.842
H -10.016 3.710 -5.610
H -11.150 5.384 -4.155
H -11.853 4.758 -1.869
H -11.423 2.469 -1.034
H -10.299 0.805 -2.494
*
```

---

# 3
ORCA calculation (the ωB97M-V functional and the def2-TZVPD basis) on the molecule C3H5NO.

calculated total energy: -247.2518 a.u.
HOMO-LUMO gap: 10.9 eV
relative energy (zero: lowest compared OMol25 entry of this formula, charge and spin): 145.5 kJ/mol
SMILES string: O=CN1CC1

```
! wB97M-V def2-TZVPD RIJCOSX def2/J DEFGRID3
* xyz 0 1
O 0.492 0.105 -2.140
C -0.327 -0.400 -1.404
N -0.071 -0.652 -0.063
C -0.527 0.134 1.075
C 0.861 0.277 0.519
H -1.297 -0.771 -1.758
H -1.276 0.918 0.965
H -0.666 -0.486 1.965
H 1.685 -0.140 1.093
H 1.125 1.014 -0.251
*
```

---

# 4
ORCA calculation (the ωB97M-V functional and the def2-TZVPD basis) on a structure of composition C25H45ClMnP2 at a distorted geometry.

calculated total energy: -3272.9045 a.u.
HOMO-LUMO gap (alpha / beta): 7.2 / 6.1 eV

```
! wB97M-V def2-TZVPD RIJCOSX def2/J DEFGRID3
* xyz 1 5
Mn -0.154 -0.906 -2.443
C -0.675 1.768 -0.220
C -1.768 0.885 -0.049
C -0.224 0.388 1.571
C 0.257 1.493 0.813
C -1.443 -0.028 1.001
C -0.621 2.940 -1.121
H -1.425 2.928 -1.849
H 0.324 2.994 -1.681
H -0.745 3.885 -0.565
C 1.431 2.329 1.146
H 1.839 2.853 0.274
H 2.222 1.737 1.630
H 1.122 3.106 1.863
C 0.383 -0.109 2.833
H -0.114 0.346 3.700
H 1.440 0.161 2.894
H 0.265 -1.190 2.922
C -2.412 -0.936 1.635
H -2.855 -0.478 2.537
H -1.947 -1.879 1.952
H -3.241 -1.169 0.965
C -3.144 1.119 -0.547
H -3.700 1.748 0.186
H -3.723 0.190 -0.683
H -3.179 1.655 -1.505
C 0.488 -1.286 -5.807
C -0.258 -0.025 -5.749
C -1.761 0.076 -6.032
C -2.790 -0.984 -5.589
C -2.492 -1.802 -4.367
C -1.655 -2.865 -4.352
C -0.974 -3.467 -5.578
C -0.087 -2.553 -6.407
H -1.753 0.042 -7.134
H -3.060 -1.581 -6.472
H -2.119 1.051 -5.674
H -0.598 -2.296 -7.339
H 1.531 -1.118 -6.114
H 0.295 0.761 -6.298
H 0.810 -3.123 -6.728
H -0.404 -4.343 -5.258
H -1.841 -3.618 -3.569
H -1.725 -3.905 -6.258
H -3.733 -0.449 -5.366
H -3.257 -1.701 -3.561
P 0.440 0.189 -4.125
P -0.588 -2.667 -0.941
C 0.920 -2.301 -3.256
C 0.709 -3.298 -2.109
H 1.994 -1.919 -3.249
H 0.591 -2.738 -4.223
H 0.431 -4.308 -2.503
H 1.683 -3.408 -1.602
C 0.149 -3.334 0.611
H -0.217 -2.833 1.518
H 1.249 -3.215 0.568
H -0.091 -4.414 0.639
C -2.205 -3.439 -1.135
H -2.170 -4.333 -1.760
H -2.858 -2.713 -1.627
H -2.647 -3.678 -0.161
C 1.997 1.112 -4.211
H 1.779 2.066 -3.708
H 2.292 1.243 -5.271
H 2.788 0.585 -3.614
C -1.110 0.781 -3.230
H -1.134 0.697 -2.121
H -2.153 0.683 -3.608
H -0.863 1.843 -3.381
Cl 3.127 -0.748 -1.655
C 1.433 -0.239 -1.294
H 1.263 -0.626 -0.293
H 1.482 0.865 -1.186
*
```

---

# 5
ORCA calculation (the ωB97M-V functional and the def2-TZVPD basis) on a structure of composition C4H9NO.

calculated total energy: -287.5793 a.u.
HOMO-LUMO gap (alpha / beta): 8.6 / 8.6 eV
relative energy (zero: lowest compared OMol25 entry of this formula, charge and spin): 664.6 kJ/mol

```
! wB97M-V def2-TZVPD RIJCOSX def2/J DEFGRID3
* xyz 0 1
C -1.489 -0.278 -0.120
C -0.525 0.812 -0.041
O -0.253 1.276 1.140
C 0.605 -0.252 -0.636
C 1.965 -0.055 -0.053
N 1.178 -1.241 0.254
H -2.478 0.711 1.182
H -2.000 -0.529 -1.054
H -1.423 -1.069 0.623
H -0.639 1.522 -0.890
H -1.821 1.097 1.514
H 0.526 -0.457 -1.703
H 2.036 0.660 0.765
H 2.828 -0.135 -0.718
H 1.490 -2.062 -0.264
*
```

---

# 6
ORCA calculation (the ωB97M-V functional and the def2-TZVPD basis) on a structure of composition C18H27ClN2OSn at a distorted geometry.

calculated total energy: -1561.2391 a.u.
HOMO-LUMO gap: 2.9 eV

```
! wB97M-V def2-TZVPD RIJCOSX def2/J DEFGRID3
* xyz -2 1
Sn -0.027 0.998 3.310
Cl 1.798 -0.191 2.232
C -1.723 -0.582 3.562
C -2.570 -0.490 2.471
C -3.811 -1.157 2.486
C -4.183 -1.928 3.597
C -3.267 -2.099 4.658
C -2.039 -1.385 4.652
H -2.317 0.146 1.620
H -4.493 -1.084 1.627
H -3.516 -2.788 5.476
H -1.376 -1.451 5.518
C -5.566 -2.525 3.597
H -5.919 -2.748 4.606
H -5.574 -3.452 3.007
H -6.262 -1.829 3.114
C 2.120 -0.022 -3.338
N 2.136 -0.251 -1.983
H 1.070 1.531 -4.470
N 0.858 1.431 -2.312
H 2.658 -0.612 -4.043
C 2.969 -1.291 -1.324
C 3.703 -2.088 -2.399
C 3.975 -0.614 -0.394
H 4.396 -1.439 -2.963
H 4.296 -2.882 -1.924
H 2.992 -2.565 -3.093
H 2.593 -2.877 0.097
H 1.392 -2.748 -1.219
H 3.482 0.105 0.269
C 2.018 -2.171 -0.524
H 4.755 -0.111 -0.984
H 4.464 -1.375 0.233
H 1.396 -1.560 0.141
C 1.328 1.044 -3.551
C 0.827 3.664 -1.310
H 1.676 4.019 -1.911
H 0.188 4.536 -1.094
C 0.022 2.615 -2.070
H -1.767 3.027 -0.928
C -0.429 3.160 -3.413
H -1.014 2.414 -3.968
H 1.199 3.260 -0.362
H -0.753 1.691 -0.281
H 0.427 3.477 -4.029
H -1.067 4.039 -3.275
C -1.136 2.165 -1.195
H -1.753 1.445 -1.749
C 1.351 0.636 -1.334
O 0.476 0.914 5.166
*
```

---

Question: Among the records above, which one has the lowest calculated total energy?
Answer: C25H45ClMnP2

---

Question: Which formula does entry 2 have?
Answer: C45H47AlBF7NO